[1]
{"formula": "C21H36P2SnTe", "method": "ωB97M-V/def2-TZVPD", "species": ["Te", "Sn", "P", "P", "C", "C", "C", "C", "C", "C", "C", "C", "C", "C", "C", "C", "C", "C", "C", "C", "C", "C", "C", "C", "C", "H", "H", "H", "H", "H", "H", "H", "H", "H", "H", "H", "H", "H", "H", "H", "H", "H", "H", "H", "H", "H", "H", "H", "H", "H", "H", "H", "H", "H", "H", "H", "H", "H", "H", "H", "H"], "positions_angstrom": [[1.6298, 0.8867, 0.9710], [-0.4053, -0.3141, -0.5242], [-0.3160, 2.1112, -1.7496], [0.6691, -1.8215, -2.2631], [1.1128, 0.8195, -7.2440], [-0.3810, 1.0616, 3.2979], [0.4708, 1.5093, -6.0779], [0.5969, 1.0685, -3.0095], [-1.8679, 0.8174, -6.6453], [2.3671, -2.2737, -2.6704], [-1.4659, -0.6260, -7.0327], [-1.8917, 2.5815, -2.5575], [-1.4388, -1.5792, 0.9016], [-0.8490, 1.5439, -5.8257], [1.5848, -0.6303, -6.9951], [0.7274, -1.4242, -6.0619], [1.2483, -0.2272, 5.1990], [-0.9067, 0.6943, 4.5427], [-0.6320, -1.3641, -6.0398], [0.7399, 3.6020, -1.7555], [0.9355, 0.7056, 2.9748], [1.7815, 0.1234, 3.9397], [-0.4783, -3.1897, -2.6093], [-0.1002, 0.0378, 5.4848], [0.1334, -0.3806, -3.3282], [1.7979, 3.3384, -1.9199], [-0.9519, -0.4482, -3.5199], [-0.9686, 1.5911, 2.5484], [-1.1998, -1.9958, -5.3474], [-1.5220, -2.8404, -2.6828], [2.6588, -3.0822, -1.9776], [-1.2618, 2.3243, -5.1803], [-2.0672, 1.3796, -7.5754], [1.1609, 2.1957, -5.5638], [-2.5075, -1.4381, 0.7076], [-1.7117, 3.0635, -3.5277], [0.6558, -0.6931, -4.2366], [-2.4045, -1.1890, -7.1454], [2.8237, -0.0596, 3.6539], [-0.3976, -3.9054, -1.7700], [2.0113, 1.4058, -7.5080], [-1.1791, -1.2839, 1.9285], [-0.5135, -0.2756, 6.4505], [-1.9486, 0.9092, 4.7656], [-2.8210, 0.7955, -6.1025], [0.4661, 0.8535, -8.1378], [0.6336, 4.0749, -0.7675], [0.4040, 4.2940, -2.5460], [-2.5447, 1.7047, -2.6810], [2.4085, -2.6250, -3.7154], [3.0409, -1.4107, -2.5250], [1.9027, -0.7223, 5.9186], [-0.1679, -3.6723, -3.5492], [2.6147, -0.5928, -6.6094], [1.2572, -2.2193, -5.5284], [-0.9839, -0.6223, -8.0222], [-1.1230, -2.6008, 0.6923], [-2.3895, 3.2979, -1.8857], [1.6787, 1.0837, -2.8029], [1.6540, -1.1376, -7.9701], [0.4026, 1.6765, -3.8973]], "forces_ev_per_angstrom": [[0.548, 0.121, 0.277], [-1.778, -0.535, 1.554], [0.190, 0.120, 1.233], [-0.583, 1.459, 1.439], [0.371, -0.027, -0.532], [0.339, -0.433, 0.242], [-0.562, 0.999, -0.411], [-0.475, 0.028, 0.089], [-0.224, -0.208, -0.062], [0.231, -0.503, -0.738], [-0.557, 0.199, -0.390], [0.191, 0.309, -0.422], [0.259, 0.061, 0.853], [0.770, 0.950, -1.021], [0.346, 0.206, -0.163], [-1.844, -0.928, -1.109], [0.147, 0.389, -0.747], [0.432, 0.004, -0.019], [1.589, -1.063, -0.451], [-0.134, 0.783, -0.755], [0.113, -0.256, 0.165], [-0.809, 0.026, 0.042], [0.290, -0.434, -0.364], [0.195, -0.045, -0.135], [1.241, -0.440, -0.745], [-0.428, 0.100, 0.126], [0.548, -0.015, 0.119], [-0.066, -0.216, 0.264], [0.392, 0.156, -0.085], [0.530, -0.020, 0.066], [-0.019, 0.353, -0.370], [0.359, -0.585, 0.142], [0.026, -0.096, 0.285], [-0.505, -0.391, 0.041], [0.208, -0.139, 0.099], [-0.320, -0.019, 0.238], [-0.424, 0.857, 0.106], [0.277, 0.071, -0.140], [-0.456, -0.156, 0.342], [-0.072, 0.252, -0.498], [-0.378, -0.201, -0.001], [-0.257, -0.396, -0.155], [0.119, 0.181, -0.429], [0.167, -0.002, 0.044], [0.172, 0.004, -0.031], [0.133, 0.036, 0.446], [0.123, -0.093, -0.412], [0.388, 0.105, 0.221], [0.257, 0.232, 0.046], [0.412, 0.023, 0.350], [-0.392, -0.376, -0.036], [-0.304, 0.172, -0.076], [-0.358, -0.069, 0.235], [-0.264, -0.113, 0.012], [-0.311, 0.408, 0.290], [-0.099, -0.078, 0.378], [-0.200, -0.170, 0.236], [0.148, -0.233, -0.240], [-0.293, 0.141, 0.091], [0.038, 0.018, 0.195], [0.566, -0.522, 0.273]], "total_charge": 0, "de_lowest_kj_mol": 0.0, "gap_ev": 5.43, "energy_ev": -54058.0717, "e_lumo_ev": 0.38, "homo_ev": -5.1}

=====

[2]
{"formula": "C21H37BClCoN8O12P3", "method": "ωB97M-V/def2-TZVPD", "species": ["Co", "Cl", "P", "P", "P", "O", "O", "O", "O", "O", "O", "O", "O", "O", "O", "O", "O", "N", "N", "N", "N", "N", "N", "N", "N", "C", "C", "C", "C", "C", "C", "C", "C", "C", "C", "C", "C", "C", "C", "C", "C", "C", "C", "C", "C", "C", "B", "H", "H", "H", "H", "H", "H", "H", "H", "H", "H", "H", "H", "H", "H", "H", "H", "H", "H", "H", "H", "H", "H", "H", "H", "H", "H", "H", "H", "H", "H", "H", "H", "H", "H", "H", "H", "H"], "positions_angstrom": [[-0.1935, -0.2868, -1.0352], [-3.6008, -2.7472, -3.0073], [2.9835, 0.5811, -0.7821], [0.0029, 0.8883, 2.7902], [2.4533, 1.1923, -3.5764], [1.9178, -0.3304, -0.3132], [1.1810, 1.2791, -2.7790], [3.1924, 2.4198, -3.9898], [-3.4387, -1.7912, -4.0850], [2.2588, 0.2216, -4.8516], [4.2895, 0.4507, 0.1437], [2.6652, 2.1446, -0.6774], [-2.7790, -2.3454, -1.8832], [4.9117, 1.0090, -2.5137], [-3.1971, -4.0622, -3.4568], [0.0204, 0.8056, 1.3238], [-4.9926, -2.7765, -2.5996], [-0.7194, -1.9216, 0.1735], [0.9447, -0.2637, 3.5199], [-5.1962, 5.2569, -1.5131], [-0.2069, -3.1524, -0.0291], [0.7218, -2.8679, -2.3618], [0.1390, -1.6727, -2.5677], [0.6666, 2.2904, 3.4571], [-1.5538, 0.8450, 3.3661], [-0.1016, -1.5611, -3.8713], [1.2165, -1.5137, 2.8093], [1.3597, -0.2570, 4.9035], [3.8170, -1.1769, -2.7377], [0.8586, -3.5064, -3.5330], [-1.5592, 1.2311, -1.1758], [-3.7539, 2.0725, -1.8730], [-1.2828, 2.5365, -0.7327], [2.0084, 2.5744, 2.9138], [-1.8915, 0.7284, 4.7657], [-2.2006, 3.5694, -0.8071], [-1.9716, -3.4033, 1.2873], [-4.4219, 4.4048, -1.4519], [-2.8238, 1.0478, -1.7622], [3.6561, 0.3071, -2.4616], [-0.9457, -4.0593, 0.6257], [-3.4581, 3.3424, -1.3749], [0.3517, -2.7014, -4.5402], [-0.1784, 3.4772, 3.4440], [-2.6799, 1.1159, 2.4786], [-1.7853, -2.0605, 0.9528], [1.0392, -3.4234, -0.9290], [-3.1710, 2.0621, 2.7404], [-0.7091, -5.1098, 0.5671], [1.8869, 2.2910, -1.2707], [1.5363, -0.4055, -4.6682], [0.7881, -0.9733, 5.5088], [0.2961, -2.9225, -5.5930], [-0.9967, 0.5838, 5.3677], [0.2382, 4.2213, 4.1283], [-4.7126, 1.9007, -2.3498], [2.5777, 3.1717, 3.6323], [-0.3133, 2.7559, -0.2943], [-2.3852, -1.2021, 1.2135], [0.6282, -2.3457, 3.2127], [-2.5612, -0.1239, 4.9305], [1.2518, 0.7403, 5.3258], [-3.4231, 0.3143, 2.5532], [-1.9587, 4.5583, -0.4326], [2.5402, 1.6423, 2.7264], [2.4154, -0.5423, 4.9685], [1.9545, 3.1130, 1.9629], [-2.7414, -3.8349, 1.9057], [-0.2478, 3.9312, 2.4469], [5.0302, 0.8326, -0.3645], [1.2986, -4.4894, -3.5713], [-2.4055, 1.6305, 5.1264], [-0.6574, -0.7153, -4.2500], [2.8463, -1.6747, -2.6559], [2.0142, -2.8786, -0.4719], [-3.0937, 0.0694, -2.1448], [-2.3343, 1.1735, 1.4481], [2.2797, -1.7573, 2.8983], [4.2098, -1.3164, -3.7435], [4.4968, -1.6315, -2.0120], [-1.1855, 3.2301, 3.7796], [1.1908, -4.6238, -1.0134], [4.7041, 1.8098, -3.0442], [0.9894, -1.3956, 1.7546]], "forces_ev_per_angstrom": [[0.424, -0.145, 0.381], [-0.045, -0.017, 0.073], [0.327, 0.245, 0.088], [0.167, 0.062, 0.408], [0.140, 0.035, -0.171], [-0.201, 0.097, -0.276], [-0.132, 0.005, 0.057], [0.080, -0.049, -0.116], [0.001, -0.058, 0.049], [-0.159, 0.125, 0.185], [0.033, 0.155, -0.104], [-0.308, -0.289, -0.039], [-0.146, -0.060, -0.162], [0.044, -0.183, 0.100], [-0.057, 0.099, 0.013], [-0.099, 0.022, 0.003], [0.138, -0.032, -0.057], [-0.037, -0.055, -0.032], [-0.031, -0.135, -0.160], [0.019, 0.001, 0.027], [-0.120, -0.149, -0.047], [-0.238, -0.133, -0.067], [0.226, 0.141, -0.041], [0.081, -0.014, -0.387], [-0.185, -0.042, -0.157], [-0.195, -0.176, -0.024], [-0.016, 0.059, 0.021], [0.054, 0.028, -0.082], [-0.019, 0.072, 0.100], [-0.020, 0.143, -0.014], [0.011, -0.037, -0.251], [-0.104, 0.071, 0.003], [0.019, 0.004, 0.022], [-0.139, -0.015, 0.210], [0.029, -0.023, -0.124], [-0.057, 0.078, 0.010], [0.115, 0.003, 0.062], [0.038, -0.060, -0.035], [0.029, -0.039, 0.044], [-0.252, 0.218, 0.070], [-0.083, 0.130, 0.075], [0.087, -0.075, -0.002], [0.083, -0.030, 0.005], [0.017, 0.030, 0.049], [0.087, -0.046, 0.087], [0.003, -0.090, 0.088], [0.063, 0.120, 0.051], [0.018, 0.003, 0.006], [0.049, 0.079, -0.034], [0.232, 0.010, 0.041], [0.145, -0.018, -0.078], [-0.007, -0.002, 0.008], [-0.066, 0.007, 0.051], [-0.047, 0.004, 0.011], [0.008, 0.022, -0.009], [0.012, -0.052, 0.047], [-0.017, 0.008, -0.012], [-0.029, -0.038, 0.037], [0.099, -0.036, -0.067], [-0.021, 0.018, 0.001], [0.016, 0.016, 0.014], [-0.010, -0.001, 0.016], [0.015, 0.035, 0.036], [0.020, 0.006, -0.019], [0.012, 0.011, 0.049], [0.010, -0.002, 0.003], [-0.040, -0.018, -0.010], [-0.009, 0.014, -0.092], [-0.009, -0.037, 0.001], [-0.149, -0.098, 0.054], [-0.053, 0.015, 0.047], [0.026, -0.001, 0.009], [0.101, 0.027, 0.060], [0.159, 0.019, -0.018], [-0.037, -0.006, -0.005], [-0.009, 0.021, -0.015], [-0.007, 0.025, 0.004], [-0.005, 0.026, 0.032], [0.004, -0.015, -0.034], [-0.019, -0.020, -0.027], [0.053, 0.022, -0.009], [-0.070, 0.033, -0.043], [-0.063, -0.071, 0.026], [0.018, 0.002, -0.010]], "multiplicity": 4, "total_charge": -2, "de_lowest_kj_mol": 24.7, "gap_ev": [7.38, 7.70], "energy_ev": -137565.5671, "e_lumo_ev": [3.87, 3.87], "homo_ev": [-3.5, -3.8]}